Entry 1:
Density functional theory data (ωB97M-V with the def2-TZVPD basis set) for a cluster of 5 separate species, C20H32NO6 in total.

Values from the calculation:
Lowest unoccupied orbital energy = 0.072 Eh
2S+1 = 1
Net charge = -1

XYZ file:
```
59
Properties=species:S:1:pos:R:3:lowdin_charge:R:1
N 1.11471 -1.43171 -3.16215 0.00
C 0.18540 -0.60477 -4.02310 -0.30
C -1.28773 -0.38739 -3.26211 -0.39
O -1.61877 0.84664 -2.81423 -0.17
O -2.25192 -1.47306 -3.00165 -0.28
C -0.03020 -1.19673 -5.55361 -0.08
C -0.89729 -2.55060 -5.92950 0.00
C -1.08334 -3.01934 -7.52408 -0.08
C -0.39031 -2.12280 -8.70895 -0.12
C 0.51069 -0.80215 -8.34274 -0.11
C 0.69552 -0.33482 -6.78030 -0.04
H 1.97784 -1.56861 -3.73492 0.07
H 0.61059 -2.33051 -2.99489 0.07
H 0.62115 0.50033 -4.13668 0.14
H -1.39073 -3.19509 -5.07764 0.09
H -1.72443 -3.96204 -7.84248 0.07
H -0.52053 -2.40001 -9.85290 0.07
H 1.03807 -0.16891 -9.19256 0.07
H 1.34507 0.61834 -6.48761 0.09
C 1.82966 1.55799 1.32262 -0.04
C 1.69131 1.95482 -0.12290 -0.49
O 2.61587 2.49475 -0.72816 0.03
C 0.37795 1.66543 -0.79904 -0.04
H 2.82962 1.82764 1.67880 0.06
H 1.08865 2.08828 1.92607 0.09
H 1.70138 0.47746 1.42518 0.09
H -0.42776 2.20053 -0.29020 0.09
H 0.18496 0.58972 -0.79110 0.08
H 0.42256 2.00580 -1.83909 0.07
C 5.41679 2.42302 4.12612 -0.03
C 4.01061 2.25884 4.63783 -0.48
O 3.17237 1.61696 4.00695 0.04
C 3.66989 2.91044 5.95128 -0.02
H 5.51805 1.90003 3.16918 0.09
H 5.63412 3.48270 3.97026 0.09
H 6.12412 1.99005 4.83797 0.08
H 3.80931 3.99185 5.87678 0.09
H 4.29931 2.49920 6.74448 0.08
H 2.62155 2.70823 6.19545 0.06
C 1.56803 -0.75216 6.72885 -0.02
C 0.92643 0.37774 7.48899 -0.49
O 0.75935 1.48125 6.97226 0.04
C 0.49723 0.10507 8.90577 -0.03
H 1.82597 -0.41083 5.72066 0.08
H 2.48310 -1.06862 7.23576 0.09
H 0.86946 -1.58870 6.64692 0.09
H 1.36456 -0.17313 9.50974 0.08
H -0.24908 -0.69322 8.92090 0.08
H 0.05051 1.01053 9.33018 0.08
C -5.36979 -1.68995 -2.85915 -0.04
C -6.77597 -1.85414 -2.34744 -0.50
O -7.61421 -2.49602 -2.97832 0.02
C -7.11669 -1.20253 -1.03399 -0.04
H -5.26853 -2.21294 -3.81609 0.09
H -5.15246 -0.63027 -3.01501 0.09
H -4.66246 -2.12293 -2.14730 0.08
H -6.97727 -0.12112 -1.10849 0.08
H -6.48727 -1.61378 -0.24079 0.08
H -8.16504 -1.40475 -0.78982 0.07
```

***

Entry 2:
Density functional theory data (ωB97M-V with the def2-TZVPD basis set) for a cluster of 6 separate species, C43H51BF41NO13PS in total.

Values from the calculation:
Lowest unoccupied orbital energy = -0.185 Eh
2S+1 = 1
Net charge = +1

XYZ file:
```
152
Properties=species:S:1:pos:R:3:lowdin_charge:R:1
C 0.96330 -4.91150 1.31734 -0.07
C 0.00204 -4.56252 0.05223 -0.23
O 0.08701 -5.68971 -0.86031 -0.14
C -1.13789 -5.89942 -1.59030 -0.17
O -0.84614 -5.80183 -3.01014 -0.02
C -1.24425 -4.55631 -3.55422 -0.33
O -2.44540 -4.42984 -3.90977 0.13
C -0.29368 -3.30797 -3.80798 0.09
C -0.49615 -1.97705 -3.04777 -0.01
C -1.69171 -1.91169 -1.97226 -0.14
C -2.90103 -1.08663 -2.62209 -0.17
C -3.92913 -0.50004 -1.50720 -0.13
C -3.48888 0.97293 -0.99169 -0.21
O -2.68006 0.87223 0.20699 -0.24
C -1.72852 1.96657 0.31655 -0.09
C 0.42712 -0.79034 -3.37303 -0.02
C 0.20768 0.59843 -2.57560 0.00
N 1.48641 -0.89718 -4.36862 0.10
B 2.27109 0.37454 -4.59008 -0.58
O 3.63371 0.43161 -4.11525 0.13
O 1.71807 1.55789 -5.21359 0.01
C 2.21284 2.69728 -4.42782 -0.07
C 1.79758 -2.08828 -5.12345 -0.14
P 3.14946 -2.33303 -6.39253 0.36
O 3.91277 -3.88631 -6.31003 -0.22
O 4.41515 -1.22069 -6.42758 -0.21
S 2.27127 -2.30638 -8.14752 0.38
C 0.87483 -3.33740 -4.86503 -0.02
C 1.02267 -4.73251 -5.65325 -0.13
C 1.67917 -5.87047 -4.73344 -0.15
F 2.92562 -6.37956 -5.23572 -0.09
H 0.33513 -5.11810 2.26148 0.09
H 1.58027 -5.85132 1.12109 0.09
H 1.68444 -4.04216 1.52953 0.07
H 0.45883 -3.65305 -0.46972 0.11
H -1.04962 -4.35395 0.45340 0.13
H -2.00611 -5.24563 -1.24529 0.14
H -1.46399 -6.99243 -1.40594 0.17
H -1.28512 -1.29504 -1.08504 0.12
H -1.97339 -2.92941 -1.54363 0.11
H -3.49447 -1.67971 -3.40685 0.13
H -2.42259 -0.19080 -3.17390 0.11
H -5.00782 -0.52401 -1.87819 0.12
H -3.84420 -1.22902 -0.61293 0.12
H -2.87099 1.42136 -1.86180 0.10
H -4.41266 1.62258 -0.83035 0.14
H -1.81707 2.73043 -0.52879 0.07
H -0.66333 1.52496 0.26595 0.10
H -1.87834 2.53317 1.30845 0.10
H -0.64832 0.52832 -1.81934 0.06
H -0.07299 1.46000 -3.28698 0.12
H 1.15137 0.83785 -1.95916 0.12
H 3.82510 -0.46743 -3.76744 0.11
H 1.55843 3.62259 -4.59063 0.12
H 3.30520 2.96281 -4.68269 0.12
H 2.21501 2.47501 -3.29299 0.10
H 4.64410 -3.74533 -5.64902 0.09
H 5.21428 -1.50155 -5.92754 0.09
H 1.53212 -4.60815 -6.68033 0.09
H -0.05122 -5.08313 -5.90121 0.14
H 0.96306 -6.77520 -4.68040 0.13
H 1.77372 -5.51233 -3.64004 0.13
C 5.93589 -2.46034 4.66285 -0.04
C 4.99292 -1.56991 3.82519 -0.43
C 3.68987 -1.14759 4.50468 -0.30
F 2.91105 -2.19704 4.82795 0.09
F 2.95311 -0.37079 3.66793 0.09
F 4.74891 -2.18036 2.63863 0.12
F 5.68739 -0.43259 3.52433 0.10
O 5.88505 -3.87266 4.41731 0.04
C 4.89798 -4.61536 5.10100 -0.50
C 3.87855 -5.25448 4.15154 -0.27
F 3.23329 -4.32522 3.41362 0.08
F 2.93087 -5.92987 4.84613 0.10
F 4.32512 -3.84557 6.04559 0.13
F 5.56213 -5.58746 5.76793 0.14
H 6.95202 -2.18005 4.37065 0.15
H 5.88471 -2.23159 5.73086 0.15
H 3.88607 -0.56761 5.41062 0.18
H 4.36798 -5.94995 3.46668 0.18
C -5.10370 3.85735 4.93204 -0.04
C -6.29802 3.00631 5.41423 -0.43
C -6.09365 2.24564 6.72491 -0.30
F -5.09014 1.35037 6.65301 0.09
F -7.20997 1.54055 7.03862 0.10
F -6.67216 2.16855 4.41719 0.13
F -7.34590 3.86348 5.59518 0.11
O -4.25398 3.27863 3.93125 0.03
C -3.21583 2.42894 4.37152 -0.50
C -3.38343 0.98836 3.87452 -0.28
F -4.54421 0.44604 4.29793 0.10
F -2.38889 0.19360 4.34339 0.10
F -3.10025 2.51256 5.70963 0.14
F -2.07031 2.94746 3.86604 0.13
H -5.53779 4.72941 4.43450 0.15
H -4.52739 4.27400 5.76253 0.15
H -5.88983 2.93110 7.55223 0.17
H -3.37117 0.94866 2.78255 0.16
C -2.81043 8.40450 -2.69997 -0.04
C -3.57421 8.35649 -1.35920 -0.43
C -2.73234 8.05615 -0.11842 -0.30
F -2.13816 6.84729 -0.17539 0.09
F -3.51528 8.04229 0.98955 0.10
F -4.60546 7.48515 -1.47143 0.13
F -4.14092 9.58569 -1.18370 0.11
O -2.85564 7.22494 -3.51702 0.03
C -1.91621 6.20911 -3.24386 -0.50
C -2.57496 4.90453 -2.78157 -0.27
F -3.29966 5.08065 -1.65850 0.10
F -1.63432 3.96415 -2.49762 0.06
F -0.99336 6.66771 -2.37813 0.14
F -1.25671 5.98959 -4.40665 0.13
H -3.31463 9.16247 -3.30625 0.15
H -1.79005 8.77991 -2.58451 0.15
H -1.96054 8.81657 0.02935 0.18
H -3.23934 4.50948 -3.55290 0.18
C 4.79398 -6.25553 10.82478 -0.04
C 3.40605 -5.72103 10.41081 -0.43
C 3.39965 -4.64028 9.32933 -0.30
F 4.05699 -3.52703 9.70772 0.09
F 2.12752 -4.25409 9.05299 0.09
F 2.74672 -5.30623 11.51865 0.13
F 2.69865 -6.78729 9.93140 0.10
O 5.37511 -5.70591 12.01480 0.04
C 6.09723 -4.49881 11.88756 -0.50
C 5.45690 -3.34367 12.66618 -0.28
F 4.19813 -3.09569 12.24686 0.10
F 6.16133 -2.19825 12.49105 0.10
F 6.28069 -4.21520 10.58328 0.13
F 7.32836 -4.74812 12.38944 0.15
H 4.64839 -7.31190 11.06837 0.15
H 5.50287 -6.26111 9.99219 0.14
H 3.84394 -5.00745 8.40001 0.16
H 5.41928 -3.56932 13.73378 0.18
C -1.23119 3.73721 -9.04211 -0.04
C -2.71010 3.29479 -9.02802 -0.43
C -3.59263 3.86795 -10.13749 -0.30
F -3.67563 5.21046 -10.09103 0.10
F -4.86229 3.40408 -10.01501 0.10
F -3.23483 3.55245 -7.80459 0.12
F -2.71635 1.93434 -9.15839 0.10
O -0.86235 4.80278 -8.15606 0.03
C -1.05560 6.12632 -8.61343 -0.50
C -2.07998 6.89722 -7.77272 -0.28
F -3.28884 6.29617 -7.78292 0.10
F -2.26175 8.14803 -8.26160 0.10
F -1.35721 6.11196 -9.92480 0.14
F 0.15023 6.73220 -8.51629 0.15
H -0.65829 2.88076 -8.67456 0.15
H -0.85603 3.90362 -10.05552 0.15
H -3.22557 3.57587 -11.12534 0.18
H -1.75116 6.97528 -6.73442 0.16
```

***

Entry 3:
Density functional theory data (ωB97M-V with the def2-TZVPD basis set) for a structure of composition C21H11FN4O13Pt.

Values from the calculation:
Lowest unoccupied orbital energy = 0.127 Eh
2S+1 = 1
Net charge = -2

XYZ file:
```
51
Properties=species:S:1:pos:R:3:lowdin_charge:R:1
Pt 0.20696 1.24490 0.85989 1.10
O 4.16179 2.06345 1.62741 0.01
C 3.03606 1.57992 1.71163 -0.58
O 2.08908 1.92292 0.90996 -0.20
C 2.78601 0.59760 2.85612 -0.03
C 3.77982 0.56052 3.80243 0.05
C 3.73868 -0.31976 4.88625 -0.16
C 2.68738 -1.20753 5.02736 0.06
C 1.67216 -1.17426 4.10687 -0.07
C 1.65307 -0.29553 2.96017 -0.30
O 0.73415 -0.39419 2.10397 -0.15
N 0.56949 -2.10480 4.34474 -0.35
O 0.84807 -3.19362 4.84271 0.02
O -0.55377 -1.77696 4.03622 0.10
N 4.79534 -0.32023 5.86431 -0.38
O 4.73243 -1.11701 6.79578 0.02
O 5.71875 0.47101 5.73209 0.04
H 4.62101 1.22461 3.66961 0.12
H 2.65128 -1.90412 5.84999 0.12
F -3.18404 1.42809 -4.91209 0.01
C -2.46995 1.79868 -3.80828 -0.30
C -1.10094 1.92146 -3.90836 -0.03
C -0.38572 2.29557 -2.77681 -0.06
C -1.01248 2.54007 -1.55174 -0.31
C -0.20824 2.84981 -0.33295 -0.28
C -2.40480 2.41611 -1.51071 -0.05
C -3.13941 2.04140 -2.62716 -0.02
H -0.60772 1.71925 -4.85097 0.11
H 0.69438 2.36626 -2.83168 0.11
H -0.72281 3.59218 0.28875 0.05
H 0.75891 3.26825 -0.62263 0.04
H -2.91700 2.57326 -0.56946 0.12
H -4.21331 1.91545 -2.57819 0.12
O -3.72382 -0.17598 0.32914 0.01
C -2.50938 -0.08461 0.15383 -0.61
O -1.73660 0.62886 0.86438 -0.17
C -1.95916 -0.87474 -1.04467 -0.07
C -0.68043 -0.73259 -1.57033 0.06
C -0.33499 -1.45517 -2.70133 -0.11
C -1.19141 -2.33211 -3.33122 0.07
C -2.45096 -2.45789 -2.77951 -0.12
C -2.84922 -1.74561 -1.66373 0.08
N -3.40169 -3.38026 -3.42455 -0.35
O -4.50606 -3.49929 -2.93409 0.07
O -3.02877 -3.97978 -4.41800 0.05
N 1.00987 -1.27658 -3.28425 -0.34
O 1.71420 -0.40557 -2.82841 0.10
O 1.33552 -2.02504 -4.19270 0.05
H 0.03952 -0.06725 -1.09983 0.08
H -0.89362 -2.88428 -4.20694 0.12
H -3.84764 -1.83489 -1.26302 0.13
```

***

Computed gap between HOMO and LUMO (eV) in order:
6.57, 6.72, 6.57
Computed E_tot (eV) in order:
-35025.8805, -205732.2270, -60491.4120
Computed E_HOMO (eV) in order:
-4.6, -11.8, -3.1